73
Properties=species:S:1:pos:R:3:mulliken_charge:R:1 method="wB97M-V/def2-TZVPD" charge=+1 homo_energy_ev=-8.72 relative_energy_kcal_mol=220.4 spin_multiplicity=1 lumo_energy_ev=-2.39
Pt -0.22988 -1.14849 0.45823 1.402
C 2.92485 -2.08376 1.77902 -0.932
C 3.72379 -1.12091 0.87680 -1.384
P 2.86336 -0.57722 -0.63718 1.949
C 2.97118 1.19869 -0.81083 0.269
C 2.57032 2.00038 0.25812 -0.403
C 2.60551 3.37744 0.13003 -0.744
C 3.03041 3.95294 -1.06245 -0.579
C 3.42273 3.15463 -2.12572 -0.813
C 3.39869 1.77282 -2.00259 -0.187
C 3.19902 -1.49653 -2.07804 -0.436
C 0.71505 -1.98608 -2.83469 -0.652
C 2.15621 -1.60762 -3.18534 0.417
C 2.79828 -2.64891 -4.05080 -0.882
C 3.97296 -3.06645 -3.55240 -0.917
C 4.21904 -2.34816 -2.31372 -0.526
P 1.18494 -1.70650 2.36543 -0.063
C 1.35252 -1.37390 4.13827 0.568
C 2.15018 -2.14019 4.99071 -0.520
C 2.20608 -1.84764 6.34303 -0.831
C 1.46921 -0.78637 6.85534 -0.462
C 0.67385 -0.02121 6.01689 -0.683
C 0.61346 -0.31619 4.66196 -0.376
C 0.46317 -3.34318 2.03780 0.639
C -0.09557 -3.17380 0.73999 -0.721
C -0.47101 -4.37273 0.19286 0.790
C -0.42987 -5.62656 0.78874 -0.650
C 0.06447 -5.70448 2.07706 -0.790
C 0.53100 -4.55011 2.70354 -0.422
H 3.53092 -2.27246 2.66647 0.611
H 2.83839 -3.03635 1.25340 0.471
H 4.61797 -1.65845 0.55343 0.613
H 4.06215 -0.22439 1.39809 0.460
H 2.21793 1.54992 1.18045 0.397
H 2.30805 4.00460 0.96057 0.533
H 3.05868 5.03037 -1.15961 0.429
H 3.75147 3.60550 -3.05209 0.443
H 3.70170 1.14483 -2.83100 0.407
H 0.19680 -2.22631 -3.77269 0.415
H 2.21895 -0.65972 -3.76227 0.401
H 2.32952 -2.98825 -4.96366 0.492
H 4.63720 -3.80372 -3.97707 0.502
H 5.09349 -2.48303 -1.68918 0.468
H 2.73032 -2.97013 4.60408 0.346
H 2.82276 -2.44630 7.00012 0.405
H 1.51603 -0.55898 7.91200 0.388
H 0.09849 0.80247 6.41798 0.416
H -0.01554 0.26995 4.00135 0.442
H 1.49754 -0.87235 -0.38373 -1.008
H -0.09859 -4.80367 -2.12749 0.377
H -0.79433 -6.50773 0.27962 0.461
H 0.09774 -6.66148 2.57855 0.413
H 0.94747 -4.60630 3.70211 0.451
N -0.62889 0.84086 0.57059 -0.444
C -1.15514 1.86578 0.63281 0.548
N -1.69618 3.04699 0.66248 0.004
C -2.37738 3.60416 -0.51906 -0.468
C -1.71443 4.92296 -0.86884 -0.468
O -1.70258 5.79200 0.25220 -0.392
C -0.94874 5.25520 1.31765 -0.300
C -1.55835 3.95128 1.80862 -0.550
H -3.42780 3.76100 -0.26506 0.235
H -2.30030 2.89100 -1.33769 0.378
H -2.26915 5.42938 -1.65616 0.357
H -0.68884 4.74091 -1.21535 0.252
H -0.94743 5.99678 2.11500 0.375
H 0.08599 5.07733 0.99359 0.109
H -2.54868 4.13391 2.23167 0.285
H -0.92963 3.48129 2.56376 0.390
Cl -1.14355 -4.36358 -1.49962 0.046
Si -0.47633 -1.05244 -1.91063 0.058
Cl -0.46733 1.04885 -2.45132 -0.387
Cl -2.41921 -1.59849 -2.51524 -0.423

***

67
Properties=species:S:1:pos:R:3:mulliken_charge:R:1 method="wB97M-V/def2-TZVPD" charge=-1 homo_energy_ev=-3.27 spin_multiplicity=1 lumo_energy_ev=1.06
C 2.08573 2.36733 -3.99560 -1.555
C 2.39765 1.33126 -2.97945 0.745
C 2.83848 1.78821 -1.73208 0.358
N 3.20205 2.19591 -0.68865 -0.722
C 2.31646 -0.06140 -3.22178 0.974
C 1.75017 -0.60262 -4.41797 -0.596
C 1.65460 -1.97152 -4.60173 -0.853
C 2.12784 -2.85786 -3.62311 0.398
C 2.00451 -4.27730 -3.81552 0.117
N 1.90827 -5.43486 -3.96727 -0.631
C 2.72138 -2.35007 -2.45960 -0.720
C 2.80725 -0.97848 -2.24896 -0.659
H 1.67725 1.96872 -4.92630 0.374
H 1.35334 3.07241 -3.57192 0.231
H 2.99689 2.93452 -4.24954 0.292
H 1.37624 0.06779 -5.19566 0.090
H 1.21105 -2.37127 -5.51481 0.401
H 3.11986 -3.03364 -1.70840 0.404
H 3.26889 -0.60872 -1.32870 0.402
C 1.49157 1.44237 4.74014 -1.788
C 1.97591 1.00412 3.34939 2.125
C 2.85344 2.13556 2.79433 -1.903
C 2.85475 -0.23868 3.53840 -1.709
C 0.76774 0.67195 2.42747 -0.408
C 0.57134 1.30046 1.23076 -0.791
C -0.57001 1.06159 0.39053 -0.002
C -0.76188 1.83288 -0.77183 -0.620
C -1.78920 1.61172 -1.74553 0.473
C -2.10561 0.29545 -2.19306 -0.652
C -3.22573 0.10830 -2.99054 0.282
F -3.54184 -1.17458 -3.38216 -0.330
C -4.03653 1.15222 -3.42573 -0.566
C -3.67192 2.45727 -3.05285 -0.518
C -2.53423 2.69364 -2.29353 -0.653
C -1.51322 0.07582 0.82853 -0.500
C -1.36817 -0.64345 1.98038 -0.616
C -2.40455 -1.72571 2.38890 2.137
C -1.72143 -3.09169 2.52064 -1.727
C -3.54587 -1.86476 1.37012 -2.060
C -3.03029 -1.37833 3.74494 -1.762
C -0.20268 -0.36600 2.84459 1.910
O -0.04402 -0.99831 3.91492 -0.798
H 0.91684 0.63471 5.20167 0.363
H 2.35539 1.67187 5.37968 0.446
H 0.86734 2.34103 4.66156 0.338
H 3.26673 1.90987 1.80244 0.396
H 2.28906 3.07568 2.73218 0.355
H 3.69740 2.30644 3.47970 0.425
H 3.23996 -0.58361 2.57114 0.300
H 3.70441 -0.00076 4.19310 0.457
H 2.26182 -1.03148 4.00375 0.373
H 1.30903 2.01133 0.85460 0.234
H -0.13442 2.71837 -0.89204 0.461
H -1.47065 -0.54377 -1.91720 0.788
H -4.89424 0.94488 -4.06093 0.440
H -4.29236 3.28973 -3.37956 0.374
H -2.21576 3.71222 -2.05514 0.425
H -2.39623 -0.08389 0.21071 0.703
H -0.95726 -3.04099 3.30063 0.360
H -2.46231 -3.85372 2.79693 0.459
H -1.26012 -3.38200 1.56887 0.358
H -4.13251 -0.93884 1.29711 0.378
H -3.17309 -2.13840 0.37370 0.405
H -4.23198 -2.66217 1.69235 0.421
H -3.54783 -0.41293 3.69012 0.344
H -3.75744 -2.15152 4.02659 0.444
H -2.24727 -1.33229 4.50628 0.376